Computed, not measured: a structure of composition C23H19Cl5N3O3S2W in a non-equilibrium geometry, with ωB97M-V/def2-TZVPD.

Last column: Mulliken spin population.
Geometry (Å):
W (-0.06, 0.25, -0.92)  0.7757
Cl (-6.53, 0.00, -4.19)  -0.0008
C (-5.01, -0.24, -3.45)  -0.0035
C (-4.28, 0.86, -3.01)  0.0023
Cl (-4.84, 2.46, -3.20)  0.0001
C (-3.06, 0.62, -2.40)  0.0050
Cl (-2.08, 1.90, -1.75)  0.0084
C (-2.58, -0.66, -2.23)  -0.0007
O (-1.38, -0.79, -1.58)  -0.0068
C (-3.29, -1.75, -2.66)  -0.0055
Cl (-2.64, -3.31, -2.40)  -0.0005
C (-4.52, -1.54, -3.28)  0.0017
Cl (-5.41, -2.88, -3.83)  0.0003
C (2.05, -0.04, 4.29)  0.0005
C (2.49, -1.34, 3.63)  0.0014
N (2.71, -1.21, 2.16)  0.0145
C (4.11, -1.21, 1.67)  -0.0032
C (4.73, 0.18, 1.70)  0.0024
C (1.68, -1.04, 1.38)  0.0000
S (1.92, -0.91, -0.39)  -0.0305
N (0.44, -1.12, 1.87)  0.0372
C (-0.59, -0.51, 1.38)  -0.0168
O (-0.50, 0.76, 0.91)  0.0489
C (-1.92, -1.11, 1.49)  0.0437
C (-2.05, -2.44, 1.91)  0.0036
C (-3.30, -3.00, 2.03)  -0.0004
C (-4.43, -2.25, 1.71)  0.0032
C (-4.31, -0.92, 1.30)  -0.0005
C (-3.05, -0.35, 1.19)  0.0010
H (2.00, -0.20, 5.37)  0.0001
H (1.07, 0.28, 3.96)  0.0001
H (2.77, 0.76, 4.11)  0.0001
H (1.74, -2.11, 3.77)  0.0014
H (3.42, -1.69, 4.05)  0.0001
H (4.13, -1.62, 0.66)  0.0021
H (4.66, -1.89, 2.31)  -0.0003
H (4.20, 0.86, 1.02)  -0.0004
H (5.77, 0.12, 1.40)  0.0001
H (4.70, 0.61, 2.71)  -0.0002
H (-1.16, -3.01, 2.15)  0.0000
H (-3.41, -4.02, 2.36)  0.0000
H (-5.42, -2.69, 1.81)  0.0001
H (-5.19, -0.34, 1.08)  -0.0001
H (-2.95, 0.69, 0.91)  -0.0050
O (0.84, 1.99, -0.79)  0.0112
N (1.67, 2.50, -1.72)  0.0205
C (2.35, 3.61, -1.36)  -0.0022
C (3.21, 4.18, -2.25)  0.0105
C (3.35, 3.61, -3.52)  -0.0051
C (2.64, 2.47, -3.85)  0.0179
C (1.78, 1.90, -2.92)  -0.0072
S (0.83, 0.49, -3.20)  0.0740
H (2.15, 3.97, -0.36)  0.0005
H (3.77, 5.06, -1.96)  0.0005
H (4.02, 4.05, -4.24)  -0.0001
H (2.73, 2.01, -4.82)  0.0008

For the energy above the lowest of the compared OMol25 structures with the same formula, charge and spin, the calculation gives 0.6604 eV. The LUMO energy (spin up / spin down) is -7.588 / -8.000 eV. As for the charge: +2. As for the spin multiplicity: 2. The value obtained for the maximum force is 2.7 eV/A. For the total energy, the calculation gives -4441.77661 Ha.